[1]
3 unconnected molecules or ions with the total composition C34H66Br2Cl2IN2O8P2 in a non-equilibrium geometry, computed with wB97M-V/def2-TZVPD.

```
117
Properties=species:S:1:pos:R:3:forces:R:3
I 2.149022 4.481979 -1.337102 0.490 0.252 -0.740
Br 6.507547 3.849990 -4.353400 0.109 -0.883 0.153
Br 3.285575 4.129997 -4.893932 0.519 -0.798 0.153
Cl -1.392728 -1.239280 -6.213736 0.615 -0.278 1.318
Cl 0.719267 0.483882 -0.247253 0.239 0.134 -1.103
P 2.326716 0.666454 -6.012882 -2.014 3.049 -3.969
P 2.750952 1.008595 -3.885865 -0.716 -2.523 2.577
O -1.147049 5.140128 -0.368819 2.665 -5.703 0.997
O 5.375315 -1.078194 -0.121096 2.571 0.614 0.968
O 1.782552 1.917352 -6.804894 1.600 -2.712 1.474
O 1.599714 2.355794 -3.686785 -1.802 -0.016 4.141
O 2.894644 0.879880 -2.113752 -3.441 2.593 2.586
O -2.149620 2.844641 3.362558 -1.556 -2.001 2.772
O 4.871335 -0.063382 -2.541500 2.966 -2.275 -2.368
O -2.826071 -3.170652 -1.887384 -0.802 -2.883 2.274
N -2.568196 2.075304 4.463231 3.094 2.628 -2.998
N -3.184052 -4.126241 -0.919259 0.439 4.522 -2.228
C -2.577803 -0.288601 5.247216 -0.328 -0.023 0.358
C -0.664157 3.669300 -0.500647 -1.213 2.635 -1.727
C -5.293722 -2.942275 -0.141772 0.307 0.139 0.057
C -5.171294 -5.459245 -0.140157 0.174 -0.090 0.242
C -5.333272 -4.289475 -2.280778 0.682 0.388 -0.125
C 4.007142 2.412863 -4.059498 2.670 1.333 1.044
C -0.951075 3.098162 6.135252 0.115 -0.193 -0.258
C -2.370161 -5.046777 1.247066 -0.222 -0.427 0.064
C -3.163461 -2.608431 1.136360 -0.202 0.135 -0.404
C -0.359101 3.102757 -2.167038 -0.679 0.600 3.058
C 5.424878 2.160196 -4.780197 0.323 0.334 -0.962
C -0.340807 0.945929 5.004521 0.023 0.445 -0.108
C -2.476364 -3.769018 0.358516 1.294 -0.533 1.347
C -0.987146 -3.335056 0.150033 -0.429 0.262 -0.802
C -4.678006 -2.719685 1.235324 -0.026 -0.015 0.028
C -1.786105 0.791093 4.446626 -0.042 -1.926 -0.146
C -2.327076 4.004618 -0.169008 1.818 -0.343 1.981
C 5.591419 -0.624035 1.269316 -0.849 -0.488 0.907
C 1.217559 2.683994 -2.278783 -1.131 -1.331 -1.983
C -2.426838 2.931268 5.693077 -0.839 0.855 1.546
C 4.065627 -0.431924 -3.756489 1.276 -0.394 0.562
C -0.239076 1.758393 6.287319 -0.003 -0.003 0.045
C -0.897489 -1.345811 -4.430223 -0.829 0.684 2.729
C 1.847064 1.522473 -1.309813 4.178 1.769 -0.588
C 6.121393 -0.892795 -2.523270 -0.631 -0.148 1.194
C -3.057487 4.348269 5.509057 0.224 -0.211 -0.732
C 1.482264 -0.415545 -3.639209 -2.904 -1.983 0.084
C 5.457078 2.091152 -6.410117 0.677 -1.478 -0.292
C -3.233500 2.329624 6.876884 0.001 -0.311 0.019
C 4.972525 0.877845 1.586262 0.035 0.321 0.530
C -1.639944 0.164619 3.019837 -0.066 0.946 -0.142
C -0.088233 0.010736 -3.878845 -0.093 -1.923 -0.479
C 6.615468 -0.923670 -0.931435 -0.803 0.965 -1.063
C -4.687369 -4.172160 -0.863556 -1.648 -1.034 -0.192
H 5.612343 0.941317 -6.693628 -0.349 2.336 0.573
H 6.721182 -0.739418 1.592773 -2.177 0.430 -0.768
H 0.288772 1.437753 4.249120 -0.279 -0.043 -0.027
H -0.896878 -2.364597 -0.352935 -0.128 -0.281 -0.035
H 5.755465 1.548322 2.182327 -1.593 -1.412 -1.433
H -2.821204 -4.898762 2.235032 0.004 -0.023 -0.147
H -3.241156 3.015534 7.734278 0.118 0.029 -0.352
H -5.149604 -2.036218 -0.745826 0.147 -0.226 -0.045
H -3.053555 4.908464 6.451898 0.096 -0.411 -0.013
H 0.816726 1.934620 6.522853 -0.114 -0.062 -0.015
H -4.916857 -5.139629 -2.836200 0.019 0.193 0.149
H -2.614535 0.061804 2.525147 0.155 0.101 0.169
H -2.179317 3.301006 0.787287 0.417 1.692 -0.463
H -0.262268 0.834122 -4.687582 0.427 -1.244 1.817
H 6.109968 1.309813 -4.371329 -1.704 1.636 -0.406
H -0.984816 0.752808 2.365807 -0.255 0.026 0.179
H 4.481154 2.424243 -6.958646 1.872 -0.243 1.257
H 3.546670 0.084713 -6.590989 -0.825 0.096 0.396
H -0.431325 -4.077802 -0.436915 -0.202 0.119 0.088
H -1.126161 2.224952 -2.197430 1.653 1.600 -0.523
H -0.648764 1.192051 7.129657 -0.045 0.049 0.000
H -4.956067 -3.525405 1.922068 -0.024 -0.033 -0.052
H -2.896900 -1.123682 4.611925 0.278 0.190 -0.018
H 7.059074 0.153115 -0.727844 -0.635 -2.238 -0.228
H -5.196002 -3.385561 -2.885451 0.206 -0.200 0.201
H 4.715249 -0.536490 -4.722414 -0.766 0.079 1.705
H 1.545816 -0.925515 -2.560603 -0.085 1.231 -2.326
H 1.307057 -0.364117 -6.255276 1.218 0.420 0.521
H -2.743088 -2.531182 2.146632 0.153 -0.209 -0.241
H -2.822458 1.392071 7.254416 -0.047 0.025 -0.125
H 4.034268 0.786216 2.297998 1.870 0.054 -1.505
H -6.379450 -3.060811 -0.032917 0.176 -0.224 -0.188
H -3.510225 0.088721 5.674865 0.228 0.095 -0.034
H -6.262065 -5.562487 -0.212371 0.246 0.232 -0.155
H 2.468011 2.101046 -0.472593 -1.705 -1.626 -1.644
H -1.329604 -5.353216 1.408663 -0.150 0.320 -0.038
H -2.932180 -1.653831 0.642256 0.083 -0.246 -0.095
H -2.769810 4.845732 0.482322 -0.874 -1.285 -1.645
H -0.476136 -3.226332 1.115570 -0.391 -0.183 -0.046
H 1.651111 -1.341650 -4.375416 -0.071 2.066 1.321
H -0.670911 4.066428 -2.749806 0.785 -2.185 0.742
H 4.256720 2.755850 -2.940623 -0.597 -0.846 -2.544
H 0.020578 3.148253 0.414743 -2.298 1.747 -2.477
H 4.607178 1.448977 0.628170 0.944 -1.286 1.702
H -1.915512 -1.382107 -3.807788 2.147 -0.180 -1.644
H 6.974544 -0.438015 -3.183100 -1.500 -0.779 1.103
H -0.897253 3.641601 7.087346 -0.301 -0.029 -0.162
H -2.509943 4.965616 4.787523 -0.113 -0.330 0.008
H -4.279764 2.156482 6.595185 0.216 0.018 -0.039
H 6.439117 2.631535 -6.792049 -2.350 -0.996 0.709
H -1.191844 -0.835801 3.079651 -0.134 0.225 0.344
H -4.733292 -6.356863 -0.594511 -0.002 0.213 0.057
H -4.945024 -5.472331 0.927140 0.090 0.005 -0.102
H -0.402065 3.711490 5.407925 -0.242 -0.115 -0.066
H 5.861821 -1.973858 -2.894760 0.536 1.907 0.698
H -2.837035 -5.926104 0.795983 -0.058 0.245 0.008
H -1.982834 -0.712461 6.064394 -0.086 0.100 -0.079
H 3.597781 -1.463357 -3.473898 0.750 1.838 -0.845
H -6.416555 -4.445317 -2.210104 0.248 -0.022 0.342
H 0.107248 -0.041687 5.169421 -0.298 0.024 -0.179
H -4.100966 4.276736 5.176356 0.232 -0.072 0.000
H 4.968113 -1.372710 1.957695 1.409 1.470 -1.573
H -5.082473 -1.797256 1.667508 0.057 -0.100 -0.005
H -0.288235 -2.310417 -4.152744 -1.243 1.812 -1.091
H -0.544144 0.230251 -2.826494 0.681 -0.028 -2.160
H 7.404454 -1.791690 -0.729652 -1.653 1.853 -0.357
```
Forces are in eV/Å.

Output
**Net charge**: -1
**E**: -9094.6529 Ha
**Spin multiplicity**: 3



[2]
A molecular structure, C41H55ClN12O4SSiTa, computed with wB97M-V/def2-TZVPD.

```
116
Properties=species:S:1:pos:R:3:forces:R:3
Ta -0.082973 -1.029824 1.305606 0.223 0.127 -0.473
Cl 4.231638 6.213358 -5.659183 0.001 0.003 -0.006
S -0.420684 -0.729643 -1.122117 -0.009 -0.022 0.031
Si 0.564080 -4.286651 0.060193 0.212 0.169 -0.072
O 0.411019 -2.742233 0.930570 -0.173 -0.013 0.224
O -0.400457 0.305819 3.528712 -0.001 -0.046 0.047
O 0.640209 5.600457 -0.626897 -0.002 -0.014 0.027
O 1.352009 0.594067 4.775523 -0.039 -0.015 0.031
N 3.155605 -0.652771 1.369372 -0.039 0.137 -0.064
N 0.152279 1.297207 1.105776 -0.073 -0.093 -0.027
N 2.167739 -0.782003 0.369910 -0.117 -0.046 0.127
N 0.988990 3.372984 1.211617 0.039 -0.038 0.052
N 1.432235 -0.552769 2.823062 0.176 0.029 -0.108
N 0.791168 0.175666 3.808071 -0.006 0.061 -0.003
N -2.480359 0.519050 -2.200891 0.035 0.041 -0.016
N -2.243816 -0.747297 1.033788 -0.055 0.045 0.122
N 3.644293 -0.114310 3.560769 0.020 0.022 0.030
N -0.326719 3.414041 0.948141 0.014 -0.009 -0.011
N -2.792202 -0.053755 -0.024998 -0.002 -0.016 -0.042
N -1.156904 -2.087439 2.954608 -0.083 -0.011 0.034
C 1.236446 4.052787 -3.063794 0.026 0.043 -0.041
C 3.087007 5.385633 -4.669743 0.023 -0.026 0.048
C -1.536707 7.464290 0.268295 0.007 -0.007 -0.001
C -0.728681 5.245651 -0.700031 -0.033 0.057 -0.009
C -2.767536 -3.612065 -2.266343 0.010 -0.021 0.016
C 1.247565 2.101076 1.295723 0.017 -0.007 0.056
C 2.395562 -4.244053 -0.320683 -0.055 -0.058 -0.040
C 4.316383 -4.806656 -1.698488 0.000 0.007 0.007
C -0.824114 2.190081 0.887089 0.005 0.060 0.004
C 0.129412 -5.697643 1.206234 0.040 -0.054 -0.030
C -2.556493 -3.247987 5.031596 0.008 -0.001 -0.001
C -1.295756 -5.668368 1.769221 -0.035 0.003 -0.001
C -1.623509 6.511117 -0.930136 0.016 -0.036 -0.045
C 0.234023 3.325056 -2.198741 -0.074 -0.137 0.006
C 4.659855 -3.742836 0.426109 0.009 0.013 0.005
C -1.012547 4.689207 0.702126 -0.018 -0.027 0.048
C -0.871497 -3.447962 -3.736682 -0.037 0.003 0.000
C -1.106514 7.263144 -2.162827 -0.032 0.024 -0.010
C -3.090508 6.127244 -1.156917 0.011 0.016 0.008
C -1.922362 -3.939617 -1.217741 -0.019 0.005 -0.022
C -3.085629 -1.164116 1.935591 -0.016 0.007 -0.061
C -0.536213 -4.017848 -1.404039 0.045 -0.018 0.031
C 0.285311 -6.946516 0.309204 0.008 0.003 0.043
C 2.558770 4.204782 -2.657341 -0.060 0.003 0.100
C -4.547890 -0.931200 1.870779 0.003 0.015 -0.003
C 3.486004 4.864081 -3.446742 0.005 0.068 -0.090
C -0.027444 -3.760715 -2.679797 -0.032 0.009 -0.014
C 5.176059 -4.267491 -0.752408 -0.009 -0.003 -0.010
C -0.981921 4.161985 -1.776480 -0.024 0.048 -0.049
C 2.944596 -4.800611 -1.481259 0.013 -0.011 0.001
C 1.145266 -5.795671 2.352797 -0.021 -0.037 0.003
C -1.186638 -3.411814 4.932581 0.004 0.019 -0.017
C 0.861147 4.584482 -4.294636 0.039 -0.024 -0.033
C 2.773895 -0.421104 2.630147 0.014 -0.157 0.072
C -0.521515 -2.815180 3.874403 -0.015 0.010 0.037
C 3.286954 -3.735865 0.635790 0.008 -0.006 0.014
C -2.493082 -1.936466 3.036880 0.015 -0.017 0.029
C 1.775509 5.249161 -5.098274 -0.038 -0.013 0.008
C -3.222604 -2.503469 4.062414 0.002 0.009 0.003
C -2.241115 -3.368868 -3.529960 0.010 -0.012 -0.007
C -2.024552 -0.035659 -1.079503 -0.028 -0.038 0.034
H 0.920581 -6.677855 2.957106 0.008 -0.003 0.008
H 2.856929 3.837747 -1.680818 0.024 -0.017 -0.010
H -1.861547 1.972629 0.694024 0.001 -0.010 0.009
H -1.378402 4.632718 -2.676045 0.016 0.015 0.021
H -0.126018 7.705187 -1.981053 0.011 0.003 -0.007
H -3.505386 5.549632 -0.326899 -0.017 -0.003 0.002
H 2.301467 -5.255690 -2.224587 0.043 -0.033 0.027
H -4.293012 -2.369959 4.115087 -0.003 0.001 -0.011
H 2.904588 -3.385215 1.591553 -0.010 0.004 0.008
H 2.167323 -5.902328 1.988294 -0.003 -0.012 0.001
H 1.477701 5.658450 -6.053531 0.000 0.002 -0.003
H -3.241764 5.564902 -2.078700 0.002 -0.002 -0.005
H -1.528611 -4.736374 2.294224 0.005 -0.016 -0.022
H -0.151402 2.473047 -2.769471 0.003 -0.043 -0.009
H -2.901629 -3.141646 -4.356853 0.002 0.005 0.004
H -0.632075 -3.993091 5.655508 0.000 -0.001 0.003
H 2.246311 1.755776 1.498830 0.018 -0.025 -0.013
H 4.119743 -0.830956 1.115506 0.008 -0.016 0.026
H 0.759822 2.902399 -1.337783 -0.010 0.052 0.012
H 4.715724 -5.246087 -2.602542 0.002 -0.002 -0.004
H 1.299968 -7.044344 -0.084302 0.006 0.001 -0.008
H -1.786531 3.501169 -1.431503 0.012 -0.007 -0.009
H -0.413561 -6.942274 -0.529366 -0.007 0.006 -0.001
H 4.614384 0.065763 3.340518 -0.002 0.000 -0.013
H -0.650450 5.381636 1.456501 0.022 -0.007 -0.006
H -3.451443 0.784958 -2.263331 0.005 0.012 0.002
H -3.108737 -3.697079 5.846255 -0.001 -0.001 0.005
H 5.335585 -3.389444 1.197112 0.002 0.000 0.003
H 4.508950 4.993412 -3.121825 0.002 -0.015 0.016
H 3.334136 0.038159 4.512368 0.010 -0.003 -0.031
H -4.820093 -0.170424 2.609824 -0.006 -0.004 0.004
H -3.838028 -3.575198 -2.109864 -0.003 0.003 0.000
H 0.084385 -7.841842 0.902064 -0.002 -0.006 0.001
H 0.938942 5.919071 -1.487377 0.006 0.014 -0.005
H -1.920176 0.532493 -3.035888 -0.002 0.002 -0.017
H -3.688747 7.035112 -1.234485 -0.003 0.003 0.001
H -1.784768 8.086021 -2.388829 0.000 0.001 0.000
H -4.844687 -0.580773 0.889859 0.000 -0.001 0.004
H -2.074032 4.504545 0.852516 -0.007 0.014 -0.013
H 0.547922 -2.920819 3.754915 0.008 -0.027 -0.005
H -2.356473 -4.143714 -0.245375 -0.003 0.030 0.007
H 2.271152 -0.024904 -0.309130 -0.029 -0.030 0.035
H -0.501121 7.640524 0.561473 0.000 0.000 0.002
H -1.049693 6.640821 -3.058400 0.014 -0.009 0.013
H -0.158119 4.475521 -4.648493 -0.013 0.002 -0.003
H -5.093497 -1.839981 2.123087 0.011 -0.010 0.001
H 2.324154 -1.685696 -0.096705 0.008 0.022 -0.026
H -2.097359 7.102279 1.132941 0.010 -0.014 0.009
H -0.460527 -3.276399 -4.722895 -0.001 0.004 0.000
H 1.113798 -4.930720 3.020576 -0.010 0.028 0.007
H -1.971320 8.425797 -0.003757 -0.008 0.003 0.002
H 6.244709 -4.284333 -0.918865 0.004 -0.003 0.004
H -1.414844 -6.486145 2.484752 -0.003 0.003 0.011
H 1.037726 -3.798524 -2.864251 -0.040 0.057 -0.016
H -2.044045 -5.821962 0.991960 0.009 0.012 -0.003
```
Forces are in eV/Å.

Output
**ΔE to the lowest compared entry with this formula, charge and spin**: 0.8 kcal per mole
**Net charge**: +3
**E**: -3757.5370 Ha